Record 1
A molecular structure, H35O18 at a distorted geometry, computed with ωB97M-V/def2-TZVPD.

XYZ file:
```
53
Properties=species:S:1:pos:R:3:forces:R:3
O 3.9377 1.5760 4.5961 2.8 0.5 0.9
H -3.4348 0.1363 4.0638 -0.2 0.1 -0.1
H 0.3993 1.5222 -4.3583 0.7 -0.3 0.6
O 0.8421 -2.7243 -0.8109 -0.8 -0.1 0.3
H -0.6151 -3.7056 3.2069 0.3 -0.9 -0.9
O -1.3041 1.3800 -3.7794 0.3 -0.6 -0.5
H 1.7773 0.0845 -2.4495 -0.2 1.1 -0.6
H -2.1960 1.6729 -3.9671 0.2 0.7 0.3
O 1.0927 3.7842 -2.4794 -0.2 -0.5 0.3
H 3.8724 -2.0011 -2.3385 -0.5 0.5 -0.5
H 1.1379 3.4270 -3.3696 0.3 0.2 -0.4
O -4.2816 -1.3883 -1.3554 -0.2 -0.3 -0.2
H -4.1861 -2.0449 -0.6587 0.3 -0.3 -0.3
H 3.8395 1.0473 3.8134 -1.6 0.0 -0.1
O 1.2790 0.8390 0.3232 -0.4 -0.1 -0.2
H -3.3376 -1.3581 4.3043 -1.1 -1.4 0.1
H 0.8488 1.2011 -0.7609 0.0 -0.5 0.7
O -2.8487 -0.5687 4.3378 1.3 1.3 0.1
H -2.8857 -2.3142 2.1887 1.4 1.0 0.4
H -0.7306 1.9543 -3.2194 -1.0 0.0 0.3
O -1.8275 -1.0100 -2.1879 -0.9 -0.2 0.1
H 1.5354 0.9228 1.9483 -0.1 0.6 0.0
H -1.9302 -2.1432 0.7215 0.8 0.8 1.3
O 0.3356 1.3161 -1.8415 0.3 0.2 -0.1
H -0.5749 1.0859 -1.6627 -0.2 -0.2 0.4
H -1.2617 -0.4951 -2.7683 0.6 -0.1 0.0
O -1.8224 3.5082 3.8510 -0.1 -1.0 0.0
H -1.1759 2.7954 3.9654 0.5 0.5 0.1
H 3.0988 2.0326 0.5965 -0.6 -0.2 -0.5
O -2.6611 -2.3983 1.2740 -2.2 -1.7 -1.6
H 4.4999 1.5847 0.5019 0.2 -0.1 -0.4
H -1.3726 -1.6338 -1.6189 1.0 0.2 -0.4
O 2.1374 -0.5398 -3.0835 0.3 -2.5 0.7
H 2.5228 -0.1925 -3.8747 -0.3 1.2 -0.1
H 0.9291 2.9289 -1.9972 0.0 0.8 -0.1
O 3.7236 1.6958 -0.0611 0.9 0.3 0.7
H 1.2732 -3.5030 -1.1672 0.3 0.2 -0.1
H 1.8842 0.1307 0.0809 0.2 0.1 0.1
O 1.2990 1.5627 -4.7401 -1.1 0.1 -1.0
H -3.4666 -1.4492 -1.9001 -0.3 0.4 0.4
H 3.2033 1.9100 5.0879 -1.2 -0.4 -0.8
O 4.1236 -2.2420 -1.4517 0.3 -0.5 0.5
H 1.3612 -1.9612 -1.0720 0.3 0.1 -0.2
H -2.5456 2.9652 3.5117 -0.3 0.5 -0.1
O -5.9285 -1.4822 0.9587 0.7 -0.6 0.4
H 0.9595 1.3875 -5.6322 0.9 0.1 -0.3
H -5.5256 -2.2684 1.3512 -0.6 -0.2 0.3
O 0.1630 -3.8764 3.7258 0.4 1.2 2.0
H 5.0831 -2.1950 -1.4454 0.0 0.0 0.1
H 0.8024 -4.5625 3.5630 -0.6 -0.3 -1.1
O 1.5907 0.9655 2.9479 -0.2 -0.6 -0.3
H 1.0921 0.1583 3.1280 0.1 0.1 0.4
H -5.1459 -1.2227 0.4576 -0.3 1.0 -0.5
```
Forces are in eV/Å.

Computed properties:
E_HOMO in eV: -6.30
Calculated total energy in Eh: -1375.30623
Total charge: -1
ΔE to the lowest compared entry with this formula, charge and spin in eV: 1.908
Max |F| in eV/A: 3.24

natural (NBO) population analysis, charges in e, atoms 1 to 5: -0.99 0.47 0.49 -0.97 0.49

Record 2
18 unconnected molecules or ions with the total composition H36O18 at a distorted geometry, computed with ωB97M-V/def2-TZVPD.

XYZ file:
```
54
Properties=species:S:1:pos:R:3:forces:R:3
O -0.9292 -0.7180 -3.4559 -0.5 -0.3 -0.2
H -0.0326 -0.7074 -3.7842 0.3 0.5 0.5
H -0.9323 -0.2348 -2.6227 0.0 0.2 0.1
O -3.0702 3.3583 1.9202 -1.3 0.9 0.3
H -3.9059 2.9187 2.2039 0.7 -0.3 -0.5
H -3.2504 4.1549 2.4531 0.9 0.1 -0.4
O 1.8818 -0.8143 1.5047 0.2 1.1 -0.8
H 2.0192 -0.0171 0.9175 -0.4 -1.0 0.8
H 2.7734 -1.0885 1.7442 0.0 0.0 0.0
O 1.5815 4.4404 -4.0491 -0.6 0.0 1.0
H 0.6992 4.1859 -3.7324 -0.3 -0.3 -0.8
H 1.8918 4.6371 -3.1520 0.9 0.3 -0.1
O 3.4760 -2.6849 -2.0136 -0.1 0.1 0.2
H 2.5624 -2.9720 -1.8416 0.5 0.4 -0.1
H 3.4885 -1.7130 -1.9767 -0.3 -0.5 0.0
O 0.9638 -2.6335 -4.6698 -0.4 0.6 -1.8
H 0.6019 -1.7633 -4.8839 -0.1 0.3 1.1
H 0.9800 -2.8167 -5.6285 0.6 -1.3 0.4
O 3.0506 1.7118 -4.1820 0.1 0.6 -0.1
H 3.3609 2.0598 -3.3299 0.0 -0.2 -0.2
H 2.8647 2.5366 -4.6722 -0.1 -0.4 0.3
O -4.1870 1.7507 3.4341 -0.1 -0.8 0.3
H -4.6852 1.2384 4.0776 0.0 -0.1 -0.1
H -3.5448 1.1365 3.0315 -0.1 0.1 0.4
O -1.7888 -4.3448 -3.2737 0.5 0.4 -0.2
H -1.8760 -3.5663 -3.8370 -0.5 0.1 0.0
H -0.8720 -4.1973 -3.0095 0.0 -0.4 0.3
O -3.7005 1.4876 -0.7231 0.2 0.2 2.3
H -3.3044 1.6133 0.1948 -0.1 -0.1 -1.9
H -4.6107 1.3391 -0.4351 -0.1 -0.1 -0.5
O 0.7665 4.1996 0.1689 0.4 0.1 -0.6
H -0.0840 4.5860 0.4076 -0.1 -0.1 0.4
H 1.1873 3.8020 0.9411 -0.2 0.3 0.6
O 1.1182 1.7498 -1.0507 0.2 -0.4 -0.1
H 1.7891 2.1010 -1.6607 -0.2 -0.1 0.1
H 0.9746 2.4712 -0.4142 -0.1 0.2 -0.4
O -0.9580 -0.1019 -0.0922 -1.2 -0.4 0.5
H -0.3447 -0.7026 -0.5142 0.6 0.5 0.0
H -0.7228 0.8226 -0.1824 0.8 -0.2 -0.5
O -1.0269 -1.4615 2.9528 -1.6 -0.4 -0.8
H -0.6319 -2.1003 3.5399 1.0 0.5 -0.5
H -0.4507 -0.7824 2.5853 0.6 -0.2 0.2
O -1.0356 -1.4479 5.5476 -0.3 -0.6 0.3
H -1.6905 -1.3776 4.8285 0.4 0.4 0.3
H -0.6312 -2.3123 5.3723 -0.1 0.3 0.5
O 0.9262 -4.7060 2.1129 0.4 1.5 0.1
H 1.5775 -4.0220 1.8314 0.1 -1.0 -0.2
H 0.2620 -4.0761 2.4217 -0.6 -0.5 0.0
O -0.9883 1.6733 2.8276 -1.7 1.9 0.7
H -1.4982 2.3095 2.2417 0.8 -1.0 0.3
H -1.3285 2.0783 3.6790 0.9 -1.0 -0.9
O 3.5765 -3.8396 1.8548 -0.6 -0.5 -0.7
H 3.4915 -3.9827 2.7973 0.5 0.4 0.2
H 4.2165 -3.1775 1.5955 0.2 0.1 0.5
```
Forces are in eV/Å.

Computed properties:
E_HOMO (spin up / spin down) in eV: -0.22 / -8.26
Calculated total energy in Eh: -1375.81961
Spin multiplicity: 2
Total charge: -1
ΔE to the lowest compared entry with this formula, charge and spin in eV: 1.842
Max |F| in eV/A: 2.62

natural (NBO) population analysis, charges in e, atoms 1 to 5: -0.96 0.45 0.50 -1.03 0.49

Record 3
18 unconnected molecules or ions with the total composition H36O18 at a distorted geometry, computed with ωB97M-V/def2-TZVPD.

XYZ file:
```
54
Properties=species:S:1:pos:R:3:forces:R:3
O -0.8503 1.0486 -0.6589 1.6 3.3 4.6
H -0.6876 0.2764 -1.1331 1.0 -2.3 -1.8
H -0.0110 1.2091 -0.0886 -2.1 -0.7 -1.6
O -1.6863 1.6093 -2.8733 2.0 2.4 -3.2
H -2.3316 1.0157 -2.6391 -2.3 -1.6 1.5
H -1.4038 2.2097 -2.1855 -0.6 -0.6 0.7
O 1.5794 3.6227 3.0365 3.5 -0.4 3.9
H 2.2818 3.7600 3.8761 -3.0 -0.4 -3.4
H 1.3364 4.5120 2.8273 -0.4 1.0 -0.3
O -5.3048 0.1716 1.3689 0.8 -3.0 -2.1
H -5.9191 -0.1310 1.9914 -1.4 -0.9 1.4
H -5.2014 1.0473 1.5519 0.6 3.8 0.6
O -3.4219 -3.9918 -0.4835 0.9 -0.5 0.9
H -3.6251 -4.5983 -1.1823 -0.2 -0.3 -0.6
H -3.8736 -3.1873 -0.6592 -0.7 0.9 -0.4
O 1.0159 1.9025 -3.4836 -1.0 -0.6 -6.3
H 0.2258 2.1490 -4.1479 2.7 -1.0 2.2
H 0.7110 2.2770 -2.7293 -1.3 1.7 3.9
O 0.2281 -0.6184 -2.3523 2.4 -2.7 3.5
H 0.0732 -0.2559 -3.1750 0.0 1.5 -2.6
H 1.2422 -0.7983 -2.1758 -2.7 1.6 -2.1
O 2.6144 -1.3382 -1.4962 2.5 1.0 1.7
H 1.7179 -1.4392 -1.1384 1.2 -0.4 1.6
H 3.3320 -0.9079 -0.8126 -2.9 -1.5 -1.9
O 0.0290 -2.1385 3.9385 1.8 -1.0 0.3
H 0.9997 -2.1112 4.1176 -1.1 -0.5 -0.2
H -0.1328 -1.2262 3.8056 -0.7 1.6 -0.2
O 2.5486 -3.6431 -4.3044 2.7 -0.9 0.5
H 3.3568 -3.1337 -4.0607 -1.1 -0.5 -0.3
H 1.8757 -3.0253 -4.4223 -1.7 1.8 -0.3
O 4.3852 -0.0668 0.6649 1.6 -1.4 0.2
H 5.1397 -0.0001 1.2931 -0.9 -0.1 -0.8
H 3.9248 0.7532 0.6786 -0.8 1.1 0.4
O -2.9175 -2.0538 2.9728 2.2 0.4 -2.0
H -2.7401 -1.9188 1.9983 -1.4 -0.1 1.0
H -1.9515 -2.1570 3.1346 -0.9 -0.4 1.0
O 1.2291 3.8517 -0.7651 -2.8 9.4 -2.9
H 1.8524 4.6983 -1.0169 -2.4 -3.5 1.0
H 1.7437 3.2007 -0.5534 5.1 -6.0 2.0
O -2.4562 5.5921 1.0932 5.4 1.7 -0.6
H -3.3050 5.3177 1.1010 -4.0 -1.9 -0.2
H -1.8468 4.9561 0.6437 -1.5 0.6 0.8
O -1.7429 2.9920 1.7548 -2.1 -2.8 3.0
H -1.0031 2.7554 1.2440 1.5 -0.5 -1.2
H -1.9549 2.0903 2.2637 0.6 3.0 -1.8
O -0.7156 -4.8682 1.0116 -0.2 0.0 -1.4
H -0.6079 -5.2295 1.8829 0.3 0.5 0.6
H -0.3859 -3.9658 0.9012 -0.1 -0.5 0.7
O 2.3792 1.5988 1.4279 -1.5 -0.8 3.8
H 2.6869 2.4304 1.8013 0.1 1.0 -0.7
H 1.9658 1.3570 2.3812 1.0 0.0 -3.5
O 2.0925 -5.4296 -2.3427 0.4 1.3 -0.5
H 1.9326 -4.4706 -2.2678 0.5 -0.4 -0.8
H 1.5769 -5.7002 -1.6149 -0.9 -1.2 1.5
```
Forces are in eV/Å.

Computed properties:
E_HOMO in eV: -10.52
Calculated total energy in Eh: -1375.70479
Total charge: 0
ΔE to the lowest compared entry with this formula, charge and spin in eV: 7.677
Max |F| in eV/A: 10.22

natural (NBO) population analysis, charges in e, atoms 1 to 5: -0.98 0.50 0.46 -0.98 0.47

Record 4
19 unconnected molecules or ions with the total composition H36O22S at a distorted geometry, computed with ωB97M-V/def2-TZVPD.

XYZ file:
```
59
Properties=species:S:1:pos:R:3:forces:R:3
S 0.0884 -0.0479 0.0698 2.1 -2.3 -0.2
O -0.0016 -0.3009 -1.3472 0.6 0.7 -0.6
O -0.6866 1.0831 0.3628 -1.6 3.7 1.6
O -0.5566 -1.1329 0.7268 -0.9 -2.1 1.6
O 1.4594 0.0371 0.5078 -0.2 0.2 -0.8
O 2.5174 -1.9339 -1.4772 1.4 -2.5 -0.2
H 1.8234 -2.6109 -1.3702 -0.2 0.5 0.0
H 2.1994 -1.0659 -1.4612 -0.9 1.6 0.0
O -1.7776 -3.0319 -0.2192 -0.6 -0.6 0.6
H -2.5366 -2.6239 -0.6342 -0.3 0.0 -1.0
H -1.4346 -2.2629 0.2658 0.1 -0.7 -0.3
O -0.7166 -0.3179 3.1958 -1.2 0.5 -0.7
H -0.9566 -0.7739 2.3458 0.8 0.6 1.5
H -1.1466 0.5631 3.0528 0.6 -1.0 0.6
O -0.0826 -3.1129 2.3128 0.0 -1.8 1.1
H 0.4774 -2.9269 3.0688 0.1 0.2 0.0
H -0.1406 -2.2939 1.8558 0.3 0.8 -0.7
O 2.5644 1.5101 2.2048 1.0 0.4 0.4
H 2.1834 1.0281 1.4638 -0.1 0.2 0.6
H 2.0414 2.3211 2.2428 0.0 0.0 0.2
O -2.9276 1.3621 -0.7232 -1.1 -0.1 1.1
H -3.3696 0.9501 0.0928 1.4 0.6 -1.7
H -1.9486 1.2801 -0.5802 -1.5 0.0 0.2
O 2.8144 -1.5959 1.9728 -0.1 1.1 0.5
H 2.2534 -1.0779 1.3618 0.3 0.2 0.8
H 2.7614 -2.3919 1.4948 0.3 -2.1 -0.7
O -3.1206 -1.1979 -1.9592 -0.9 -1.1 0.4
H -2.4546 -0.6679 -2.3932 0.4 0.3 -0.6
H -3.5386 -0.5769 -1.3652 -0.1 0.4 0.1
O 0.6544 -3.8789 -0.8692 0.8 0.0 0.3
H 0.3964 -4.7629 -1.0972 -0.1 -0.5 -0.3
H -0.1756 -3.4869 -0.5562 -0.5 0.1 -0.2
O -0.3836 -2.0289 -2.9752 -0.7 0.3 0.5
H -0.1866 -1.3729 -2.2522 -1.0 -1.7 -0.4
H 0.4254 -1.8449 -3.4052 1.5 -0.3 -1.6
O -0.2166 3.4231 -0.1692 -0.5 0.8 0.3
H 0.7134 3.4711 -0.4352 0.1 -0.3 0.0
H -0.3696 2.4761 0.0718 0.4 1.1 -0.5
O 1.4984 0.9181 -2.9342 1.2 0.0 -0.3
H 0.8854 0.5311 -2.2682 0.3 0.7 -0.7
H 1.0824 1.5711 -3.4892 -0.7 -0.1 0.0
O -1.4986 0.7101 -3.2162 -0.2 0.9 -0.2
H -1.7856 1.5081 -2.7412 -0.1 -0.3 -0.2
H -0.8586 0.3111 -2.6042 -0.3 0.2 -0.4
O 0.8624 3.5371 2.4198 -1.0 0.6 2.1
H 0.3124 3.5771 1.6458 -0.4 0.2 -1.7
H 0.1514 3.5021 3.1038 1.1 -0.2 -0.4
O -3.2176 -0.6099 1.3008 -2.3 0.7 1.0
H -3.2556 -0.3029 2.2248 0.1 -0.3 -0.4
H -2.3166 -0.8399 1.1838 1.5 -0.4 -0.5
O 3.7534 0.6061 -0.5812 -0.4 0.4 -0.6
H 4.3834 0.7011 0.1138 0.8 0.0 0.8
H 2.9414 0.3881 -0.0862 0.3 -0.2 -0.5
O -2.1546 1.9161 2.4368 -0.6 0.6 0.4
H -1.7076 1.6471 1.6248 0.4 0.0 -0.3
H -3.0646 2.0161 2.1388 0.0 0.1 0.2
O 2.2464 2.9351 -0.9872 -0.2 1.5 1.6
H 2.9024 2.2871 -0.7562 0.8 -1.0 0.3
H 2.1924 2.9031 -1.9112 -0.2 -0.5 -2.0
```
Forces are in eV/Å.

Computed properties:
E_HOMO in eV: -4.47
Calculated total energy in Eh: -2075.17762
Total charge: -2
ΔE to the lowest compared entry with this formula, charge and spin in eV: 0.531
Max |F| in eV/A: 4.35

natural (NBO) population analysis, charges in e, atoms 1 to 5: 2.81 -1.07 -1.07 -1.11 -1.05